Entry 1:
The following is a quantum chemistry calculation of 2 unconnected molecules or ions with the total composition C30H26NO2, from OMol25.

Geometry as XYZ:
```
59
Properties=species:S:1:pos:R:3:forces:R:3
C 4.665 0.518 -2.343 -0.230 0.462 0.048
O 4.158 1.862 -2.292 -0.299 -0.234 0.119
C 2.820 2.064 -2.092 -0.583 -0.587 0.171
C 1.905 1.016 -1.798 0.814 0.336 -0.121
C 0.547 1.326 -1.689 -0.167 1.278 -0.002
C 0.133 2.684 -1.845 0.735 -0.799 -0.412
N -1.250 2.690 -1.889 -0.701 -0.212 0.309
C -1.737 1.427 -1.750 0.902 0.425 -0.010
C -3.180 1.168 -1.782 -0.609 -0.178 -0.015
C -0.660 0.550 -1.571 -0.165 -0.307 -0.460
C 1.021 3.709 -2.148 0.181 0.042 0.212
C 2.374 3.408 -2.235 -0.086 -0.779 -0.063
H 5.743 0.637 -2.479 -0.243 -0.120 0.035
H 4.462 -0.017 -1.403 0.066 0.114 -0.232
H 4.238 -0.031 -3.196 0.063 0.141 0.256
H 2.226 -0.028 -1.705 -0.021 0.488 -0.110
H -1.828 3.512 -2.044 0.258 -0.358 0.138
H -3.367 0.092 -1.783 -0.084 0.182 -0.056
H -3.659 1.596 -0.891 0.002 -0.067 -0.119
H -3.649 1.623 -2.667 0.113 -0.171 0.230
H -0.705 -0.519 -1.751 -0.223 0.390 0.039
H 0.650 4.717 -2.336 0.204 -0.179 0.073
H 3.114 4.160 -2.491 -0.153 -0.085 0.073
C 4.469 -3.930 1.666 -0.204 0.033 -0.285
O 3.544 -3.921 0.559 -0.697 0.878 0.218
C 2.538 -3.008 0.581 0.091 -0.255 0.469
C 1.539 -3.144 -0.417 0.162 0.171 0.210
C 0.426 -2.329 -0.400 0.406 -0.334 0.197
C 0.257 -1.342 0.605 0.396 0.121 -0.249
C -0.937 -0.539 0.692 0.783 -0.492 0.366
C -1.046 0.674 1.484 -1.162 1.011 0.448
C -2.430 0.867 1.812 1.119 0.390 0.503
C -2.839 1.871 2.674 0.077 -0.362 -0.337
C -1.874 2.748 3.183 0.537 -0.123 -0.046
C -0.524 2.602 2.819 -0.294 0.279 0.088
C -0.103 1.589 1.948 -0.192 -0.068 -0.091
C -3.192 -0.227 1.231 -0.005 -1.222 -0.483
C -2.270 -1.108 0.567 -1.524 0.588 0.055
C -2.734 -2.311 0.040 -0.367 0.329 0.138
C -4.110 -2.588 0.118 0.029 0.054 -0.060
C -5.003 -1.712 0.752 0.201 -0.316 -0.125
C -4.540 -0.533 1.346 0.649 0.107 -0.086
C 1.287 -1.186 1.559 0.011 0.039 -0.127
C 2.407 -2.002 1.568 0.089 -0.374 -0.312
H 5.142 -4.746 1.425 0.085 0.077 0.172
H 5.015 -2.982 1.725 -0.037 -0.198 -0.031
H 3.949 -4.127 2.614 0.076 0.034 -0.270
H 1.670 -3.918 -1.173 -0.039 0.221 0.164
H -0.313 -2.457 -1.189 0.227 0.087 0.213
H -3.887 1.918 2.966 0.253 0.236 -0.012
H -2.170 3.534 3.882 0.156 -0.261 -0.271
H 0.217 3.297 3.225 -0.287 -0.227 -0.191
H 0.933 1.521 1.627 -0.146 0.107 0.131
H -2.048 -3.015 -0.412 -0.264 -0.064 0.041
H -4.484 -3.514 -0.325 0.091 0.318 0.210
H -6.064 -1.969 0.816 0.403 0.052 -0.056
H -5.184 0.134 1.912 -0.113 -0.189 -0.173
H 1.180 -0.439 2.344 0.017 -0.340 -0.199
H 3.158 -1.873 2.350 -0.304 -0.085 -0.321
```
Forces are in eV/Å.

Results
Net charge: +1
HOMO-LUMO gap: 5.265 eV
Energy relative to the best compared isomer or geometry (same formula, charge and spin): 0.000 eV
E_LUMO: -5.152 eV

=====

Entry 2:
The following is a quantum chemistry calculation of 2 unconnected molecules or ions with the total composition C3H11N2O, from OMol25.

Geometry as XYZ:
```
17
Properties=species:S:1:pos:R:3:forces:R:3
C -1.220 -1.281 0.525 -0.584 -0.227 -0.077
C 0.872 0.180 0.784 0.244 0.270 0.037
C 0.033 -0.762 -0.019 0.389 0.056 -0.006
N 0.503 -1.083 -1.172 -0.084 -0.042 0.018
N 1.966 0.679 -0.033 -0.040 0.230 0.135
O -1.434 1.643 -0.411 0.111 -0.089 -0.131
H -1.220 -1.260 1.612 0.084 -0.047 0.047
H -1.449 -2.280 0.160 0.032 -0.041 0.039
H -2.022 -0.611 0.200 0.085 0.011 0.031
H 1.270 -0.393 1.629 -0.078 -0.018 -0.081
H 0.219 0.956 1.207 0.079 -0.276 -0.106
H 0.058 -1.741 -1.800 -0.006 0.055 0.127
H 1.404 -0.643 -1.404 -0.077 -0.078 -0.005
H -1.739 1.725 -1.320 -0.091 0.154 -0.030
H 2.780 0.893 0.529 0.029 -0.074 -0.075
H 1.699 1.530 -0.518 0.001 0.007 0.092
H -1.722 2.447 0.031 -0.092 0.110 -0.016
```
Forces are in eV/Å.

Results
Net charge: +1
HOMO-LUMO gap: 10.754 eV
Energy relative to the best compared isomer or geometry (same formula, charge and spin): 0.575 eV
E_LUMO: -3.758 eV

=====

Entry 3:
The following is a quantum chemistry calculation of 2 unconnected molecules or ions with the total composition C4H8O4, from OMol25.

Geometry as XYZ:
```
16
Properties=species:S:1:pos:R:3:forces:R:3
O -0.960 -1.786 -1.413 -0.500 0.191 -0.222
C -0.479 -0.756 -1.787 1.881 0.762 -1.002
C 0.688 -0.111 -1.055 1.496 -2.042 0.418
C 0.118 0.926 -0.123 1.525 1.332 0.791
C -1.065 0.591 0.711 -2.629 -0.348 1.694
O -2.190 1.049 0.684 1.013 0.230 -1.199
O -0.795 -0.274 1.708 1.997 -0.646 -0.352
H -0.706 -0.172 -2.696 -1.054 -0.450 -0.194
H 1.172 -0.991 -0.612 -0.557 0.142 1.122
H 1.656 0.216 -1.539 -1.750 0.517 -0.566
H -0.108 1.815 -0.722 -0.118 -0.049 0.363
H 0.911 1.199 0.633 -0.794 0.060 -0.785
H -1.578 -0.617 2.140 -0.578 0.359 -0.097
O 3.616 0.332 0.759 -0.566 0.047 0.103
H 3.743 -0.473 1.268 0.182 -0.100 0.009
H 2.694 0.562 0.958 0.453 -0.005 -0.084
```
Forces are in eV/Å.

Results
HOMO-LUMO gap: 10.631 eV
SMILES: O=CCCC(=O)O.O
Energy relative to the best compared isomer or geometry (same formula, charge and spin): 2.290 eV
E_LUMO: 0.383 eV

=====

Entry 4:
The following is a quantum chemistry calculation of a gas-phase ion, C4H16NSi2 (charge +1), from OMol25.

Geometry as XYZ:
```
23
Properties=species:S:1:pos:R:3:forces:R:3
C 2.261 0.664 -0.657 -2.573 -1.524 -1.169
C 1.312 0.037 0.374 1.567 -0.376 -1.529
C 1.957 -1.225 0.895 1.063 1.162 -3.688
N 0.018 -0.301 -0.388 1.582 -1.740 3.047
C -1.217 0.075 0.317 -1.217 1.913 2.972
Si -1.773 1.925 -0.257 1.515 -0.554 -0.988
Si -2.500 -1.254 0.230 -2.536 0.239 -1.087
H 2.173 -0.101 -1.465 0.343 0.914 -0.204
H 1.992 1.656 -1.009 0.105 0.025 0.054
H 3.237 0.557 -0.346 2.186 0.327 0.848
H 1.057 0.726 1.089 -0.780 1.473 1.963
H 2.437 -1.675 -0.042 -0.560 0.009 1.463
H 1.237 -1.828 1.279 -1.851 -2.199 1.456
H 2.720 -1.007 1.576 1.018 0.236 1.101
H 0.119 0.350 -1.100 -0.129 0.608 -2.857
H 0.176 -1.330 -0.593 -0.861 1.550 -0.539
H -1.100 0.277 1.459 0.751 -0.556 -1.781
H -0.509 2.281 -1.172 -1.334 -0.440 0.693
H -1.817 2.993 0.740 0.074 -0.256 0.462
H -3.051 1.888 -0.958 -0.075 -0.128 -0.254
H -2.685 -1.270 -1.205 0.059 -0.399 -0.844
H -2.107 -2.598 0.623 0.373 -0.157 0.489
H -3.935 -0.843 0.613 1.278 -0.126 0.392
```
Forces are in eV/Å.

Results
Net charge: +1
HOMO-LUMO gap: 12.169 eV
SMILES: CC(C)[NH2+]C([SiH3])[SiH3]
Energy relative to the best compared isomer or geometry (same formula, charge and spin): 0.796 eV
E_LUMO: -2.827 eV

=====

Entry 5:
The following is a quantum chemistry calculation of 2 unconnected molecules or ions with the total composition C3H14N6, from OMol25.

Geometry as XYZ:
```
23
Properties=species:S:1:pos:R:3:forces:R:3
C 3.855 -2.217 0.549 -0.218 -2.834 -2.319
C 4.737 -2.444 1.687 0.420 2.669 1.003
C 3.064 -0.197 1.213 -1.543 2.785 1.016
N 3.654 -0.858 0.147 0.947 -1.236 -0.360
N 4.806 0.185 4.316 1.594 -3.345 3.065
N -9.403 2.925 -4.577 3.131 -4.185 0.198
N 3.970 0.449 3.383 -1.483 1.140 -0.893
N 3.719 -0.396 2.533 2.262 -2.519 -1.088
N -9.321 1.706 -3.674 1.195 0.013 -0.359
H 4.305 -2.719 -0.404 -0.505 0.269 1.714
H 2.892 -2.771 0.777 0.817 0.862 -0.512
H 4.501 -3.083 2.490 -0.654 -1.009 0.618
H 5.757 -2.074 1.802 -0.139 0.161 -0.682
H 3.045 0.897 1.008 -0.433 -0.745 0.221
H 2.059 -0.655 1.408 0.532 0.691 -0.469
H 4.389 -0.534 -0.503 -0.764 0.569 1.176
H 4.647 0.575 5.303 0.167 -0.221 -2.411
H 5.172 -0.870 4.340 -0.949 2.748 -0.058
H -9.002 2.724 -5.488 0.018 -0.192 -0.448
H -8.889 3.691 -4.263 0.627 1.956 1.333
H -10.341 3.031 -4.671 -3.689 1.233 -0.269
H -9.152 0.907 -4.315 -0.312 0.612 0.446
H -8.465 1.729 -3.059 -1.020 0.577 -0.927
```
Forces are in eV/Å.

Results
Net charge: +2
HOMO-LUMO gap (alpha / beta): 8.179 / 8.177 eV
Energy relative to the best compared isomer or geometry (same formula, charge and spin): 5.627 eV
E_LUMO (alpha / beta): -6.810 / -6.811 eV

=====

Entry 6:
The following is a quantum chemistry calculation of a molecular structure, C26H26BiBrI2N2O6S, from OMol25.

Geometry as XYZ:
```
65
Properties=species:S:1:pos:R:3:forces:R:3
Bi 0.269 0.109 0.021 -0.398 -0.412 -0.306
I -0.871 -1.585 2.764 -0.072 0.051 0.155
C -1.737 0.187 3.552 -0.007 0.008 0.054
I -0.888 1.960 2.746 0.176 0.149 0.311
H -1.567 0.200 4.620 0.017 0.001 0.030
H -2.792 0.168 3.305 0.043 -0.037 0.030
Br 1.827 1.242 -3.853 -0.080 0.145 0.138
C 0.561 -0.113 -3.531 0.080 -0.271 0.176
C -0.244 -0.492 -4.588 -0.029 0.033 -0.076
C -0.903 -1.709 -4.509 -0.029 0.025 -0.081
C -0.670 -2.524 -3.420 -0.092 -0.107 -0.001
C 0.045 -2.006 -2.360 -0.003 0.196 0.267
N 0.606 -0.788 -2.375 -0.015 0.270 -0.386
C 0.225 -2.805 -1.078 0.163 -0.181 0.015
O -0.060 -3.986 -1.097 -0.054 0.160 0.101
O 0.720 -2.136 -0.089 -0.112 0.216 -0.119
H -0.305 0.135 -5.465 0.015 -0.020 0.000
H -1.560 -2.025 -5.310 0.090 -0.021 -0.017
H -1.051 -3.532 -3.350 -0.057 0.024 0.079
O -4.821 0.039 2.408 0.007 -0.094 -0.020
S -4.542 0.959 1.312 0.002 0.229 -0.165
O -5.500 0.519 0.007 0.041 -0.037 -0.033
N -3.043 0.590 0.724 -0.182 0.141 -0.150
C -2.876 -0.379 -0.113 0.203 -0.345 0.063
O -1.694 -0.663 -0.585 -0.029 0.152 -0.125
C -3.983 -1.235 -0.582 0.178 0.133 -0.040
C -3.780 -2.525 -1.069 0.043 0.019 -0.058
C -4.842 -3.250 -1.573 0.006 -0.001 0.032
C -6.113 -2.677 -1.610 0.031 -0.027 0.015
C -6.335 -1.415 -1.090 -0.116 0.045 0.027
C -5.271 -0.712 -0.546 -0.019 -0.044 0.069
H -2.786 -2.950 -1.018 0.045 -0.010 -0.091
H -4.688 -4.260 -1.931 -0.005 0.047 -0.009
H -6.944 -3.232 -2.026 0.021 0.005 0.010
H -7.320 -0.966 -1.085 0.046 -0.033 0.030
C 3.686 3.246 -1.081 0.024 0.009 0.034
C 3.044 2.583 0.148 -0.104 -0.003 -0.197
C 3.182 1.064 0.024 -0.069 0.068 0.069
C 1.674 3.238 0.361 0.041 -0.009 0.090
C 1.651 4.288 1.284 -0.007 -0.008 0.044
C 0.599 5.180 1.355 -0.004 0.035 -0.079
C -0.407 5.096 0.398 0.029 -0.066 0.042
C -0.447 4.062 -0.528 -0.117 0.089 0.029
C -1.470 4.143 -1.652 0.180 -0.168 -0.096
C -2.494 3.014 -1.688 0.010 -0.031 0.051
C -0.751 4.272 -3.001 0.008 0.001 0.061
C 0.537 3.050 -0.456 0.110 0.009 0.065
O 0.383 1.923 -1.192 -0.010 -0.174 -0.147
H 4.720 2.914 -1.211 -0.050 -0.002 0.003
H 3.682 4.332 -0.972 0.005 -0.023 -0.023
H 3.125 2.991 -1.982 0.012 0.029 0.042
H 3.638 2.869 1.018 0.004 0.008 0.057
H 2.692 0.683 -0.878 0.104 0.005 -0.022
H 2.816 0.546 0.918 0.071 0.001 -0.015
H 4.238 0.805 -0.071 -0.008 -0.031 0.008
H 2.504 4.419 1.944 -0.020 -0.029 -0.022
H 0.600 5.978 2.087 -0.007 -0.038 -0.021
H -1.181 5.855 0.362 0.014 -0.014 0.006
H -2.023 5.069 -1.481 -0.013 0.052 0.007
H -2.017 2.057 -1.899 -0.013 -0.029 -0.001
H -3.239 3.207 -2.465 0.026 -0.002 0.031
H -3.008 2.943 -0.732 -0.082 -0.095 0.070
H -0.106 3.407 -3.169 -0.061 0.027 -0.022
H -0.132 5.171 -3.030 -0.007 -0.030 -0.004
H -1.477 4.327 -3.816 0.024 0.010 0.016
```
Forces are in eV/Å.

Results
HOMO-LUMO gap: 7.271 eV
E_LUMO: -0.895 eV